Molecular formula: C4H8O2
Method: DFT, the ωB97M-V functional and the def2-TZVPD basis

Each line ends with the natural charge from an NBO analysis.
Geometry (Å):
H1 -1.196 0.203 -2.549  0.20
H2 -0.523 2.028 2.247  0.48
C1 0.502 -0.694 0.942  0.19
H3 -0.417 2.276 0.740  0.47
H4 0.974 -0.469 2.871  0.49
H5 1.530 -0.979 0.658  0.17
H6 0.766 -1.834 -1.451  0.19
H7 0.249 -0.756 -3.381  0.21
H8 -1.249 -0.070 0.008  0.21
O1 -0.225 2.668 1.598  -0.94
C2 0.011 -1.033 -1.375  -0.19
O2 0.349 -0.165 2.228  -0.71
C3 -0.454 -0.746 -0.009  -0.34
C4 -0.319 -0.428 -2.527  -0.42

Results
M in g mol⁻¹: 88.11
SMILES: C=C/C=C/O.O
ΔE to the lowest compared entry with this formula, charge and spin in kcal per mole: 60.8
Calculated total energy in hartree: -307.6156
HOMO energy in eV: -8.71

Molecular formula: C4H8O2
Method: DFT, the ωB97M-V functional and the def2-TZVPD basis

Each line ends with the natural charge from an NBO analysis.
Geometry (Å):
C1 -0.881 -0.221 0.741  0.08
H1 -1.184 1.282 -0.859  0.22
H2 1.488 -1.859 -0.160  0.47
H3 -2.190 -1.212 -0.274  0.48
O1 2.067 -1.130 -0.416  -0.71
H4 1.893 0.750 -1.111  0.18
C2 0.423 0.444 0.423  -0.27
H5 -1.147 2.001 0.826  0.22
H6 -1.144 -0.343 1.793  0.18
O2 -1.248 -1.295 -0.079  -0.72
H7 1.022 0.761 1.274  0.22
C3 -0.876 1.171 0.179  -0.45
H8 0.549 -0.306 -1.579  0.17
C4 1.229 -0.044 -0.757  -0.06

Results
M in g mol⁻¹: 88.11
SMILES: OC[C@H]1C[C@H]1O
ΔE to the lowest compared entry with this formula, charge and spin in kcal per mole: 42.9
Calculated total energy in hartree: -307.6441
HOMO energy in eV: -10.08

Molecular formula: C4H8O2
Method: DFT, the ωB97M-V functional and the def2-TZVPD basis

Each line ends with the natural charge from an NBO analysis.
Geometry (Å):
H1 1.488 -0.368 -1.538  0.21
H2 2.379 -1.121 -0.207  0.20
H3 1.110 1.759 -0.099  0.48
H4 0.592 -0.541 1.383  0.18
O1 -1.076 1.606 -0.604  -0.70
C1 0.635 -0.032 0.418  0.13
C2 -0.864 0.293 -0.326  0.23
C3 1.384 -0.895 -0.592  -0.64
H5 -2.645 -0.067 0.775  0.18
H6 -1.962 1.876 -0.312  0.48
H7 -1.460 -1.456 0.709  0.21
C4 -1.659 -0.422 0.482  -0.45
H8 0.843 -1.823 -0.765  0.21
O2 1.235 1.193 0.676  -0.70

Results
M in g mol⁻¹: 88.11
SMILES: C=C(O)[C@@H](C)O
ΔE to the lowest compared entry with this formula, charge and spin in kcal per mole: 74.1
Calculated total energy in hartree: -307.5943
HOMO energy in eV: -8.80

Molecular formula: C4H8O2
Method: DFT, the ωB97M-V functional and the def2-TZVPD basis

Each line ends with the natural charge from an NBO analysis.
Geometry (Å):
C1 -1.015 -0.797 1.003  -0.09
O1 -0.543 -1.310 -0.244  -0.53
H1 2.056 -0.699 -0.482  0.21
H2 -1.546 1.799 0.451  0.46
H3 -0.745 -1.455 1.846  0.18
H4 -0.629 0.491 -1.350  0.16
H5 0.759 0.508 1.347  0.18
C2 0.024 -0.045 -0.628  0.08
C3 1.412 -0.181 -1.200  -0.63
H6 1.848 0.804 -1.402  0.22
H7 -2.106 -0.622 1.017  0.17
H8 1.392 -0.730 -2.138  0.22
C4 -0.170 0.483 0.791  0.06
O2 -0.735 1.755 0.990  -0.69

Results
M in g mol⁻¹: 88.11
SMILES: C[C@H]1OC[C@@H]1O
ΔE to the lowest compared entry with this formula, charge and spin in kcal per mole: 42.4
Calculated total energy in hartree: -307.6449
HOMO energy in eV: -9.87